1.
# C2H2ClNS2

A 2-piece molecular cluster, C2H2ClNS2 overall (ωB97M-V/def2-TZVPD, the OMol25 dataset).

**Max |F|**: 0.7 eV Å⁻¹
**M**: 139.63 g mol⁻¹
**Frontier orbital gap**: 0.2709 hartree
**Electronic energy**: -37785.4000 eV
**SMILES string**: S=NSCl.C#C
**Energy relative to the best compared isomer or geometry (same formula, charge and spin)**: 205.6 kJ/mol
**LUMO energy**: -1.519 eV

ORCA input file:
```
! wB97M-V def2-TZVPD RIJCOSX def2/J DEFGRID3
* xyz 0 1
S 0.96 2.13 -0.52
N 1.34 1.05 0.53
S 1.55 -0.42 0.84
Cl 1.62 -1.94 -0.67
C -1.50 0.22 -0.43
C -1.20 -0.63 0.35
H -1.70 0.98 -1.13
H -1.06 -1.41 1.04
*
```

=====

2.
# C37H32AsClOPTl

C37H32AsClOPTl as an isolated structure (ωB97M-V/def2-TZVPD, the OMol25 dataset).

**Max |F|**: 4.5 eV Å⁻¹
**M**: 838.39 g mol⁻¹
**Frontier orbital gap (spin up / spin down)**: 0.1893 / 0.2101 hartree
**Electronic energy**: -128257.6881 eV
**LUMO energy (spin up / spin down)**: -8.781 / -8.102 eV

ORCA input file:
```
! wB97M-V def2-TZVPD RIJCOSX def2/J DEFGRID3
* xyz 2 1
Tl 0.42 -0.26 -0.26
Cl 2.62 0.23 0.67
C -0.19 1.72 1.93
O -0.21 2.38 2.88
P 0.40 1.99 -1.68
C -1.20 2.45 -2.40
C 1.08 3.51 -1.02
C 1.53 1.50 -2.99
C 2.48 3.70 -0.92
C 3.05 4.86 -0.39
C 2.18 5.81 0.19
C 0.78 5.57 0.29
C 0.27 4.40 -0.29
H 3.18 2.94 -1.24
H 4.14 5.06 -0.48
H 2.59 6.76 0.57
H 0.11 6.33 0.76
H -0.79 4.16 -0.16
C -2.43 2.14 -1.76
C -3.66 2.46 -2.35
C -3.66 3.12 -3.61
C -2.45 3.41 -4.29
C -1.25 3.03 -3.68
H -2.43 1.61 -0.81
H -4.61 2.22 -1.83
H -4.63 3.41 -4.05
H -2.43 3.93 -5.26
H -0.33 3.22 -4.25
C 2.06 2.48 -3.85
C 2.90 2.16 -4.92
C 3.32 0.81 -5.06
C 2.90 -0.19 -4.15
C 2.02 0.18 -3.13
H 1.85 3.55 -3.71
H 3.20 2.95 -5.65
H 3.98 0.53 -5.91
H 3.25 -1.23 -4.26
H 1.72 -0.60 -2.43
H -1.31 -0.56 -0.27
H -0.68 -1.23 -1.33
C -3.56 -5.44 1.12
C -3.99 -4.10 1.09
C -3.02 -3.10 1.27
C -1.69 -3.47 1.49
C -1.28 -4.79 1.51
C -2.22 -5.82 1.32
As -0.36 -2.13 1.88
C -1.16 -1.29 3.50
C -2.21 -0.40 3.38
C -2.79 0.15 4.53
C -2.16 -0.13 5.76
C -1.00 -0.93 5.85
C -0.48 -1.50 4.67
C 1.30 -3.17 1.49
C 2.26 -3.16 2.49
C 3.48 -3.82 2.21
C 3.71 -4.32 0.92
C 2.79 -4.16 -0.13
C 1.58 -3.52 0.18
H -4.30 -6.22 0.99
H -5.04 -3.82 0.97
H -3.27 -2.03 1.29
H -0.22 -4.99 1.70
H -1.90 -6.86 1.34
H -2.62 -0.17 2.39
H -3.69 0.75 4.45
H -2.59 0.29 6.65
H -0.52 -1.10 6.81
H 0.43 -2.10 4.62
H 2.04 -2.64 3.41
H 4.22 -3.94 2.99
H 4.63 -4.85 0.70
H 2.98 -4.50 -1.14
H 0.87 -3.26 -0.61
*
```

=====

3.
# C40H56IrN2O3P2

C40H56IrN2O3P2 as an isolated structure (ωB97M-V/def2-TZVPD, the OMol25 dataset).

**Max |F|**: 0.4 eV Å⁻¹
**M**: 867.06 g mol⁻¹
**Frontier orbital gap (spin up / spin down)**: 0.2114 / 0.2662 hartree
**Electronic energy**: -72925.8606 eV
**Expectation value of S²**: 8.801
**Energy relative to the best compared isomer or geometry (same formula, charge and spin)**: 0.0 kJ/mol
**LUMO energy (spin up / spin down)**: 0.464 / -0.414 eV

ORCA input file:
```
! wB97M-V def2-TZVPD RIJCOSX def2/J DEFGRID3
* xyz 0 6
Ir 0.86 0.82 0.61
N 3.12 0.88 0.15
C 4.11 0.60 1.21
C 3.62 1.14 2.55
C 2.55 0.20 3.12
O 2.88 -0.66 3.92
O 1.35 0.37 2.69
H 3.31 0.32 -0.68
H 3.18 1.85 -0.13
H 5.08 1.04 0.94
H 4.24 -0.48 1.28
H 3.23 2.15 2.42
H 4.46 1.16 3.25
C 1.15 3.17 0.55
H 0.79 3.59 -0.39
H 2.20 3.44 0.67
O 1.23 -1.15 -0.81
P 0.72 -2.36 -1.56
C 2.11 -3.48 -2.03
C 3.37 -2.67 -2.38
C 4.15 -2.20 -1.16
C 4.52 -3.34 -0.22
C 3.24 -4.07 0.18
C 2.52 -4.59 -1.05
C -0.69 -3.23 -0.70
C -0.55 -4.65 -0.13
C 0.13 -4.72 1.23
C -0.54 -3.78 2.23
C -0.58 -2.36 1.69
C -1.31 -2.30 0.36
C -0.10 -1.95 -3.17
C 0.78 -1.39 -4.29
C 1.20 0.05 -4.04
C -0.03 0.95 -3.92
C -0.95 0.45 -2.81
C -1.32 -1.02 -3.00
H 1.74 -3.96 -2.94
H 3.13 -1.80 -3.00
H 4.01 -3.32 -2.99
H 3.52 -1.50 -0.60
H 5.05 -1.66 -1.49
H 5.04 -2.96 0.66
H 5.19 -4.04 -0.73
H 2.60 -3.38 0.74
H 3.47 -4.90 0.86
H 1.68 -5.22 -0.78
H 3.22 -5.24 -1.60
H -1.41 -3.32 -1.52
H -0.08 -5.32 -0.85
H -1.57 -5.02 -0.01
H 1.18 -4.43 1.15
H 0.12 -5.75 1.59
H -0.02 -3.81 3.19
H -1.57 -4.13 2.42
H 0.44 -1.99 1.57
H -1.06 -1.69 2.40
H -1.36 -1.27 0.01
H -2.35 -2.64 0.51
H -0.47 -2.93 -3.49
H 0.17 -1.41 -5.20
H 1.63 -2.04 -4.49
H 1.85 0.40 -4.85
H 1.77 0.11 -3.11
H -0.56 0.95 -4.87
H 0.26 1.98 -3.72
H -1.87 1.05 -2.78
H -0.47 0.58 -1.84
H -1.92 -1.12 -3.92
H -1.97 -1.34 -2.18
N -1.02 1.14 0.60
P -1.97 2.33 0.96
C -1.12 3.84 1.45
C -1.84 4.98 1.67
C -1.25 6.16 2.13
C 0.15 6.18 2.37
C 0.90 5.07 2.19
C 0.35 3.75 1.73
C -3.04 1.90 2.36
C -2.47 1.09 3.34
C -3.19 0.77 4.48
C -4.49 1.24 4.63
C -5.06 2.03 3.65
C -4.34 2.37 2.52
C -3.07 2.72 -0.43
C -2.81 3.79 -1.28
C -3.55 3.96 -2.44
C -4.55 3.05 -2.76
C -4.81 1.98 -1.92
C -4.07 1.81 -0.76
H -2.91 4.98 1.48
H -1.84 7.04 2.28
H 0.62 7.10 2.69
H 1.97 5.10 2.38
H 0.49 3.05 2.58
H -1.45 0.73 3.21
H -2.74 0.15 5.24
H -5.06 0.98 5.52
H -6.08 2.39 3.77
H -4.80 2.98 1.75
H -2.02 4.49 -1.04
H -3.34 4.79 -3.10
H -5.13 3.18 -3.67
H -5.59 1.27 -2.17
H -4.26 0.96 -0.11
*
```

=====

4.
# C24H51Cl2NP2Sm

C24H51Cl2NP2Sm as an isolated structure (ωB97M-V/def2-TZVPD, the OMol25 dataset).

**Max |F|**: 3.8 eV Å⁻¹
**M**: 636.89 g mol⁻¹
**Frontier orbital gap (spin up / spin down)**: 0.2182 / 0.2182 hartree
**Electronic energy**: -88734.7780 eV
**Expectation value of S²**: 8.816
**LUMO energy (spin up / spin down)**: 2.429 / 2.431 eV

ORCA input file:
```
! wB97M-V def2-TZVPD RIJCOSX def2/J DEFGRID3
* xyz -1 6
Sm -0.85 0.15 1.26
Cl -0.78 2.25 -0.25
P 1.46 0.42 3.05
C 1.23 2.06 3.88
C 1.11 -0.90 4.31
C 3.21 0.40 2.48
C -0.15 2.63 3.50
H 2.00 2.68 3.40
C 1.47 2.10 5.39
H 0.74 1.50 5.95
H 1.35 3.14 5.73
H 2.48 1.79 5.67
H -0.27 2.75 2.41
H -0.27 3.62 3.95
H -0.98 2.01 3.88
H 3.24 1.33 1.89
C 3.48 -0.78 1.53
C 4.25 0.51 3.60
H 4.24 1.50 4.06
H 5.25 0.37 3.15
H 4.12 -0.26 4.38
H 2.64 -0.94 0.85
H 3.67 -1.71 2.08
H 4.36 -0.54 0.93
C -0.39 -0.96 4.64
H 1.68 -0.58 5.20
C 1.60 -2.28 3.87
H -0.83 0.01 4.92
H -0.53 -1.63 5.50
H -0.98 -1.39 3.81
H 1.19 -2.54 2.88
H 1.24 -3.04 4.58
H 2.69 -2.36 3.83
Cl -0.41 -2.37 0.74
H 0.82 0.10 0.19
P -1.28 0.08 -3.72
C 0.19 0.77 -4.49
C -1.70 -1.67 -3.97
C -2.55 1.34 -3.43
C 1.41 0.41 -3.61
H 0.05 1.87 -4.41
C 0.34 0.42 -5.97
H 0.46 -0.66 -6.13
H 1.22 0.92 -6.38
H -0.53 0.77 -6.54
H 1.24 0.66 -2.56
H 2.28 0.97 -3.97
H 1.64 -0.66 -3.67
H -1.95 2.20 -3.09
C -3.48 0.97 -2.25
C -3.29 1.69 -4.72
H -2.65 2.26 -5.40
H -4.16 2.31 -4.48
H -3.66 0.79 -5.23
H -2.95 0.38 -1.48
H -4.36 0.41 -2.59
H -3.83 1.89 -1.77
C -0.49 -2.60 -3.73
H -1.98 -1.69 -5.03
C -2.89 -2.12 -3.11
H 0.37 -2.36 -4.36
H -0.79 -3.63 -3.97
H -0.19 -2.56 -2.67
H -2.64 -2.09 -2.04
H -3.14 -3.16 -3.37
H -3.79 -1.53 -3.30
C -3.66 -2.36 1.76
C -4.08 -0.98 2.05
C -5.29 -0.56 2.66
C -5.29 0.85 2.63
C -4.09 1.25 1.99
C -3.69 2.63 1.66
N -3.33 0.13 1.69
H -4.47 -3.06 2.03
H -2.77 -2.64 2.34
H -3.43 -2.50 0.69
H -6.03 -1.22 3.09
H -6.04 1.53 3.02
H -4.57 3.22 1.37
H -3.23 3.12 2.54
H -2.97 2.66 0.83
*
```

=====

5.
# C66H52F32O12S2

A 9-piece molecular cluster, C66H52F32O12S2 overall (ωB97M-V/def2-TZVPD, the OMol25 dataset).

**Max |F|**: 7.2 eV Å⁻¹
**M**: 1709.20 g mol⁻¹
**Frontier orbital gap**: 0.2878 hartree
**Electronic energy**: -202476.1562 eV
**LUMO energy**: -1.397 eV

ORCA input file:
```
! wB97M-V def2-TZVPD RIJCOSX def2/J DEFGRID3
* xyz 0 1
C -9.68 10.94 18.06
C -10.75 10.23 18.91
C -10.09 9.78 20.34
F -9.42 10.83 20.89
F -10.93 9.41 21.30
F -11.83 10.92 18.88
F -11.03 9.10 18.24
O -8.51 10.11 17.67
C -7.31 10.26 18.39
C -6.26 9.41 17.60
F -6.34 9.47 16.22
F -5.06 9.79 17.94
F -6.93 11.58 18.23
F -7.30 9.90 19.70
H -9.21 11.85 18.43
H -10.11 11.16 17.08
H -9.49 8.88 20.18
H -6.37 8.34 17.76
C 3.20 2.73 12.26
C 4.58 3.54 12.33
C 5.12 3.49 13.68
F 4.26 4.02 14.60
F 5.39 2.22 13.99
F 5.41 3.06 11.37
F 4.33 4.79 11.96
O 3.36 1.33 12.52
C 2.20 0.48 12.79
C 2.54 -0.92 13.14
F 3.40 -1.22 14.12
F 1.41 -1.60 13.42
F 1.57 1.06 13.74
F 1.39 0.46 11.70
H 2.71 2.70 11.29
H 2.46 3.29 12.82
H 6.02 4.11 13.61
H 2.96 -1.33 12.22
C 1.19 14.23 19.60
C 1.14 13.15 20.78
C -0.31 12.88 21.32
F -0.92 14.02 21.31
F -0.96 11.99 20.55
F 1.70 11.97 20.56
F 1.80 13.56 21.84
O 0.81 13.76 18.27
C 1.72 12.76 17.65
C 1.70 13.23 16.21
F 2.72 12.72 15.39
F 0.55 13.03 15.67
F 3.03 12.93 18.08
F 1.38 11.51 18.08
H 2.14 14.75 19.69
H 0.55 15.10 19.76
H -0.41 12.40 22.29
H 1.86 14.30 16.26
C 0.21 6.06 4.30
C 0.83 6.79 5.56
C -0.08 6.40 6.87
F -1.32 6.94 6.82
F -0.16 5.05 7.06
F 2.05 6.45 5.53
F 0.75 8.11 5.27
O -0.31 6.80 3.19
C -1.66 7.25 3.18
C -1.85 7.84 1.82
F -1.54 6.92 0.82
F -3.04 8.41 1.84
F -2.40 6.16 3.45
F -1.76 8.15 4.19
H -0.44 5.20 4.48
H 1.08 5.60 3.83
H 0.62 6.74 7.64
H -1.13 8.65 1.78
C -1.34 9.35 12.07
S -1.65 7.72 12.80
O -1.07 6.62 11.98
C -0.59 7.94 14.30
H -0.32 9.71 11.94
H -1.85 10.04 12.74
H -1.73 9.24 11.06
H -0.96 7.16 14.96
H -0.90 8.93 14.64
H 0.47 7.72 14.18
C 2.67 12.63 9.16
S 1.21 13.75 9.20
O 1.94 15.00 9.75
C 1.13 14.09 7.42
H 2.34 11.60 9.20
H 3.29 12.89 10.02
H 3.44 12.68 8.39
H 2.13 14.38 7.10
H 0.36 14.85 7.30
H 0.81 13.17 6.93
C -6.08 14.17 13.14
C -4.66 14.27 12.95
C -3.93 14.84 13.84
C -4.46 15.46 15.01
C -5.85 15.41 15.17
C -6.66 14.77 14.20
C -6.41 16.05 16.43
O -7.62 16.05 16.56
C -5.51 16.61 17.50
C -5.91 17.09 18.72
C -5.03 17.59 19.70
C -3.63 17.72 19.30
C -3.21 17.41 18.03
C -4.08 16.71 17.19
C -3.53 16.17 15.91
O -2.32 16.33 15.56
H -6.81 13.60 12.58
H -4.19 13.67 12.19
H -2.87 14.81 13.64
H -7.71 14.58 14.36
H -6.95 17.13 19.03
H -5.35 17.78 20.71
H -2.93 18.27 19.91
H -2.17 17.60 17.82
C -1.33 3.07 19.87
C -0.27 2.33 19.38
C 0.35 1.29 20.08
C -0.22 0.84 21.28
C -1.35 1.45 21.73
C -1.83 2.57 21.04
C -2.13 1.12 22.91
O -3.09 1.79 23.37
C -1.60 -0.01 23.81
C -2.15 -0.29 25.07
C -1.78 -1.45 25.67
C -0.71 -2.18 25.19
C 0.01 -1.73 24.13
C -0.47 -0.71 23.35
C 0.32 -0.31 22.09
O 1.47 -0.78 21.92
H -1.74 3.88 19.29
H 0.27 2.74 18.55
H 1.38 0.99 19.92
H -2.67 3.10 21.45
H -3.01 0.26 25.42
H -2.29 -1.79 26.57
H -0.22 -3.02 25.66
H 0.83 -2.39 23.86
C -4.20 2.04 15.16
C -5.13 3.04 15.64
C -5.85 2.79 16.77
C -5.71 1.68 17.50
C -4.72 0.74 17.10
C -3.97 0.82 15.88
C -4.46 -0.47 17.91
O -3.61 -1.37 17.71
C -5.38 -0.74 18.97
C -5.43 -2.02 19.53
C -6.23 -2.41 20.59
C -7.05 -1.44 21.07
C -7.15 -0.19 20.50
C -6.29 0.21 19.48
C -6.43 1.50 18.79
O -7.27 2.38 19.25
H -3.71 2.36 14.25
H -5.43 3.89 15.05
H -6.75 3.35 16.96
H -3.31 0.02 15.56
H -4.79 -2.80 19.15
H -6.31 -3.38 21.05
H -7.63 -1.66 21.95
H -7.84 0.50 20.97
*
```

=====

What did the first record say?
# C2H2ClNS2

A 2-piece molecular cluster, C2H2ClNS2 overall (ωB97M-V/def2-TZVPD, the OMol25 dataset).

**Max |F|**: 0.7 eV Å⁻¹
**M**: 139.63 g mol⁻¹
**Frontier orbital gap**: 0.2709 hartree
**Electronic energy**: -37785.4000 eV
**SMILES string**: S=NSCl.C#C
**Energy relative to the best compared isomer or geometry (same formula, charge and spin)**: 205.6 kJ/mol
**LUMO energy**: -1.519 eV

ORCA input file:
```
! wB97M-V def2-TZVPD RIJCOSX def2/J DEFGRID3
* xyz 0 1
S 0.96 2.13 -0.52
N 1.34 1.05 0.53
S 1.55 -0.42 0.84
Cl 1.62 -1.94 -0.67
C -1.50 0.22 -0.43
C -1.20 -0.63 0.35
H -1.70 0.98 -1.13
H -1.06 -1.41 1.04
*
```